(1)
# C42H39GeN6O5ReS4

A structure of composition C42H39GeN6O5ReS4 in a non-equilibrium geometry (ωB97M-V/def2-TZVPD, the OMol25 dataset).

Last column: Mulliken charge in e.
CARTESIAN COORDINATES (ANGSTROEM)
H 0.48870 1.09065 -6.20334  0.38
N -2.48931 1.48651 -0.63019  0.31
O 1.00359 -3.46896 -3.44963  -0.65
C 0.26764 3.23024 -2.15967  -0.07
O 2.33969 3.31857 -5.12868  -0.68
C 1.75287 2.81883 -4.19242  -0.01
C -3.19080 0.71603 2.90971  0.42
C 0.69271 0.21659 -5.60229  -1.45
C -4.04677 0.55147 -2.21111  -1.10
H -3.70891 3.88103 1.30728  0.48
Re -0.64179 1.75563 0.10992  1.35
H 0.54990 1.25523 3.22911  -0.07
H 2.82107 0.74003 -5.54328  0.44
C 1.99975 0.38486 -4.82710  -1.42
N 0.30867 1.88685 -1.84413  0.23
H -0.09940 -0.20154 -4.93873  0.27
N 0.82649 -2.71804 -1.03318  -0.31
C -3.53338 2.20085 -0.10556  0.91
C 1.77795 -1.98790 -0.52940  0.91
S 1.40529 -3.82015 -2.11537  1.07
C 0.97157 0.66942 5.22344  -0.72
C 5.39219 -1.96321 -1.63219  -0.70
Ge -1.16639 -1.16703 2.03565  2.10
S 1.46012 -0.64162 0.45626  -0.31
C -4.07354 -1.12345 1.63931  -0.12
H -0.66011 -1.01988 -0.38418  0.60
C -2.99281 -0.50028 2.24000  -0.22
H -2.34168 1.32366 3.25817  0.20
C -5.52129 0.60015 2.57988  -0.57
C -0.34018 -0.39927 0.44860  -1.58
C 2.41459 5.61750 2.15212  -0.79
C 0.46608 0.41654 3.94772  0.61
C -0.16917 -0.77968 3.68835  0.11
H 6.30232 -1.42142 -1.64372  0.47
C -4.43189 1.25168 3.10352  -0.84
H 4.08961 1.61855 -3.73231  0.46
H 1.42552 1.67167 5.41145  0.34
C -5.12889 1.31503 -1.69969  -0.29
C 0.81572 -0.26767 6.23234  -0.44
H 3.42144 3.14785 -1.78274  0.46
H 2.76547 6.54038 2.59194  0.36
H 0.85262 -0.57572 -6.34516  0.47
C -5.37808 -0.61238 1.89424  -1.32
H 2.60708 5.56511 1.10253  0.25
H 4.55508 1.99283 -1.34245  0.57
H -6.19707 -1.15963 1.51819  0.44
H 2.24761 -0.55421 -4.42875  0.42
C -1.19794 -3.11509 1.97737  -0.36
H -5.69144 2.71849 -0.26515  0.55
C -2.79837 0.69664 -1.67938  0.38
H 0.97865 -3.28535 1.79160  0.14
C 3.32317 1.34336 -2.97292  -0.96
C 5.34458 -3.07905 -2.46938  -0.47
C -1.13826 -5.96920 1.69005  -0.66
N -1.75691 3.02953 1.10870  1.24
C -0.02709 -3.85704 1.83851  0.24
H -3.99633 -2.00375 1.03202  0.71
H 1.16518 -0.00564 7.26935  0.27
C -2.34945 -5.31687 1.91926  -0.70
C -0.29885 -1.71264 4.70245  -0.94
N 0.95376 3.62899 -3.39101  0.06
H 2.92600 4.76610 2.61588  0.24
C 0.94744 0.96749 -2.62924  -0.61
H -4.58504 2.25856 3.48558  0.40
S 1.13671 2.87568 1.28871  -0.59
H 0.03607 -2.11090 6.82149  0.32
C -2.35024 -3.91999 2.06420  -0.42
H -1.93115 0.10180 -2.01808  0.12
C 1.94943 1.41173 -3.69797  2.90
H 2.87735 1.86460 -0.86338  0.07
C 4.29481 -1.58892 -0.86764  -0.54
H -6.13710 1.15744 -2.09564  0.36
H 3.50275 0.28353 -2.78943  0.16
H 0.96108 4.61505 -3.46422  0.27
H -0.75928 -2.63753 4.46025  0.52
C 3.08195 -3.30848 -1.95141  0.25
C 3.13405 -2.31011 -0.98937  0.18
H 4.11201 -4.52827 -3.47202  0.42
N -1.19450 4.01772 1.88356  -1.74
C -0.00883 -5.19256 1.63755  -0.38
O 0.83420 -0.24722 -2.48943  -0.34
H -4.18738 -0.27271 -2.89324  0.42
H -3.35011 -5.77225 1.90469  0.37
C -4.88936 2.17515 -0.68597  -1.31
C 4.14180 -3.77782 -2.67783  -0.88
H 4.39757 -0.69480 -0.25723  0.50
H -6.50188 0.96443 2.67242  0.45
O -0.18016 4.10438 -1.46128  -0.60
H 0.98771 -5.74028 1.52467  0.22
H 6.28501 -3.30591 -2.96518  0.38
C -3.12684 3.11813 0.86094  -1.08
O 1.26662 -5.15084 -1.63108  -0.68
H -1.19033 -7.03103 1.51707  0.38
H -3.31957 -3.46353 2.20646  0.50
S 0.66751 5.64497 2.60101  -0.11
C 3.55068 2.09633 -1.69326  -1.53
C 0.06884 4.08989 1.94877  0.67
C 0.13158 -1.41390 5.97370  -0.77

Cartesian forces (eV/Å) of the 3 atoms listed first:
-0.6889 0.4399 0.2731
-0.6085 -0.1821 -0.2810
-0.3762 -0.3716 0.2040

charge = -1
spin multiplicity = 4
orbital gap (alpha / beta) = 5.599 / 5.658 eV
HOMO level (alpha / beta) = -3.712 / -3.940 eV


(2)
# C42H39N9O12

A cluster of 9 separate species, C42H39N9O12 in total in a non-equilibrium geometry (ωB97M-V/def2-TZVPD, the OMol25 dataset).

Last column: Mulliken charge in e.
CARTESIAN COORDINATES (ANGSTROEM)
C 4.91685 -2.60646 5.91413  0.07
C 0.83611 -0.49121 -0.77064  -0.10
O -3.93590 2.29318 1.85275  -0.56
H -4.39212 1.85852 -3.63684  0.50
C 6.03833 -1.41787 -1.13867  0.24
H -1.65095 6.74361 -4.83438  0.41
N 2.05561 3.23353 -0.54492  1.18
N -0.49053 -5.75864 2.17225  0.99
O -0.99031 -6.42344 3.04359  -0.60
C -2.61847 3.93510 -1.61340  1.09
H -2.62219 4.98234 -6.25189  0.42
C -3.29573 -0.34274 4.07550  -0.40
C -1.07163 -4.18064 0.37451  0.13
H -3.64561 -4.40632 -1.88712  0.45
O -0.33943 0.89403 -5.06956  -0.64
C 0.59547 2.98200 1.40345  -0.33
H 5.71251 -1.56528 4.26747  0.41
H -2.75258 0.36926 0.82664  0.31
H 1.43217 -0.03826 -1.55897  0.50
H -2.97788 6.00702 -1.27158  0.45
C -1.30324 -5.37895 1.01881  -0.13
H -2.24161 -1.93137 5.18722  0.45
H 4.39892 -2.69983 -0.59415  0.24
H -4.82827 6.04541 -3.00895  0.39
N 5.81818 -1.97281 6.88284  0.98
C 0.22403 4.14052 -3.82161  -0.30
N -2.26858 1.53969 -1.96004  1.06
O 5.88874 -2.45385 7.98456  -0.60
C -3.31651 5.12251 -1.79165  -0.81
O -5.09166 1.61393 3.53347  -0.60
N 1.41809 -3.21768 -2.66519  -0.34
H -1.18785 -2.78846 3.29484  0.40
H 4.04900 -1.66914 -1.92815  0.08
C 1.71801 -1.19114 0.16082  0.27
H -0.31609 -3.45125 0.62942  0.65
O 2.37473 2.07686 -0.41442  -0.63
C 4.08988 -3.65989 6.35014  -0.35
C -3.02075 2.78210 -2.25161  -0.39
H -1.63650 -2.99904 -1.33210  0.45
C 4.85928 -2.22479 -1.45832  -0.36
H 1.03226 2.01076 1.59005  0.57
O -1.34550 1.57509 -1.16216  -0.12
C 3.14675 -4.19921 -4.34781  -0.90
H -1.95702 4.90498 2.53544  0.44
H 2.60393 -4.35835 3.37966  0.51
H 0.84304 5.58032 -0.70851  0.51
H 0.23482 6.20936 -3.29410  0.41
C 4.09215 -2.86271 3.66318  -0.37
N 6.97490 -0.78869 -0.94220  -0.41
C -2.95446 -4.63492 -1.08780  -0.81
C 0.45462 5.01470 0.12794  -0.38
H 0.35587 0.35295 -0.27788  -0.27
H 4.14665 -3.79171 -4.23100  0.26
C -1.22998 5.74649 -4.81885  -0.50
C -0.37731 3.11533 -4.51937  0.13
C -0.47381 3.44583 2.17417  -0.46
H -3.79977 -0.00022 4.96957  0.44
C -1.10994 4.63756 1.92026  -0.53
H 5.18627 -2.99603 -2.15655  0.17
H 4.11755 -3.93492 7.39483  0.43
N 2.40600 -1.75181 0.89162  -0.50
C -1.76954 -1.88461 3.12183  -0.26
H -0.78436 2.75048 2.94427  0.43
C -2.35349 -6.20400 0.64703  -0.70
C -0.20014 5.45732 -3.93607  -0.44
C 1.07755 3.77646 0.38154  -0.18
O -2.52394 0.57629 -2.65923  -0.66
H -3.98922 -6.49665 -0.66549  0.37
C -2.45170 -1.45266 4.24474  -0.87
C -4.33150 5.12415 -2.72497  -0.58
H -5.51149 4.02110 -4.12627  0.43
C -1.85987 -3.87640 -0.73571  -0.30
H 3.25435 -5.24721 -4.03863  0.28
N -4.20716 1.46686 2.71111  1.02
O 0.79303 1.52017 -3.34480  -0.56
H 1.06934 3.87332 -3.19439  0.39
H 0.11706 -1.24252 -1.08978  0.18
H 4.04376 -2.62791 2.61071  0.52
C -3.19086 -5.82027 -0.39125  -0.35
C -4.08431 2.76211 -3.12988  -0.55
H -1.23546 -1.67285 1.06743  0.15
C 3.23662 -3.86104 4.10070  -0.33
H 2.64203 -5.08602 5.79164  0.38
H -1.85739 3.78865 -0.85669  -0.17
H 2.74790 -4.21111 -5.35585  0.32
N 0.10133 1.73900 -4.31306  1.09
H -0.98844 6.43606 0.68886  0.46
C -3.34964 0.30439 2.85423  -0.20
C 4.94120 -2.25772 4.58555  -0.37
C -1.31455 3.43304 -5.48774  -0.36
O 0.63656 -5.31406 2.17539  -0.57
C 3.30104 -4.30709 5.43106  -0.63
C 2.20278 -3.64448 -3.38649  0.42
C -2.65262 -0.19175 1.74824  0.24
C -1.85646 -1.30009 1.86905  -0.24
C -4.75743 3.95554 -3.35475  -0.53
O 2.57380 4.00833 -1.33304  -0.66
O 6.42577 -0.99648 6.50986  -0.60
H -1.84960 2.65620 -6.02045  0.43
C -0.59064 5.45364 0.90539  -0.46
C -1.77375 4.73705 -5.63164  -0.55
H -2.45912 -7.17064 1.11881  0.42

Cartesian forces (eV/Å) of the 3 atoms listed first:
-0.9219 -1.4309 0.0611
0.3382 -0.0446 0.6548
-0.0195 -0.4553 -0.1928

charge = 0
orbital gap = 8.404 eV
energy relative to the best compared isomer or geometry (same formula, charge and spin) = 5.6 kcal per mole
SMILES = O=[N+]([O-])c1ccccc1.O=[N+]([O-])c1ccccc1.O=[N+]([O-])c1ccccc1.O=[N+]([O-])c1ccccc1.O=[N+]([O-])c1ccccc1.O=[N+]([O-])c1ccccc1.CC#N.CC#N.CC#N
HOMO level = -9.479 eV


The calculation returns the following molecular weight values, one per record and in order: 1094.90, 861.83 Da.
The calculation returns the following DFT total energy values, one per record and in order: -6076.63905, -3018.95266 hartree.